15
Properties=species:S:1:pos:R:3:forces:R:3:nbo_charge:R:1 method="wB97M-V/def2-TZVPD" homo_lumo_gap_ev=9.283 total_energy_ha=-433.2173 e_above_lowest_kcal_mol=66.17 lumo_ev=0.61 homo_energy_ev=-8.67 fmax_ha_per_bohr=0.0510
N -1.388 2.222 1.529 -0.06 0.16 0.33 -0.839
C -1.078 0.978 1.005 0.04 1.90 -0.39 0.760
O -1.586 0.021 1.510 -0.03 -2.25 -0.36 -0.636
N -0.183 1.139 -0.021 0.62 0.28 0.17 -0.494
N 0.140 0.123 -0.921 0.09 -1.92 -1.09 -0.451
C 0.555 -1.119 -0.238 0.49 0.65 0.47 -0.353
C 1.262 -2.049 -1.225 1.13 2.33 -0.41 0.439
O 2.236 -1.659 -1.860 -1.54 -0.72 0.83 -0.521
H -0.593 2.827 1.444 0.03 0.67 0.49 0.363
H -1.679 2.022 2.480 -0.01 0.67 -0.01 0.396
H -0.130 2.068 -0.432 -0.19 -0.53 0.17 0.394
H 0.928 0.367 -1.518 -0.13 0.61 0.37 0.375
H 1.351 -0.884 0.526 -0.72 -0.25 -0.26 0.197
H -0.340 -1.518 0.249 0.47 -0.33 -0.08 0.242
H 0.856 -3.029 -1.320 -0.19 -1.28 -0.23 0.126